1.
The following is a DFT calculation (ωB97M-V with the def2-TZVPD basis set) of 2 unconnected molecules or ions with the total composition C2H5NOS.

```
10
Properties=species:S:1:pos:R:3:forces:R:3
C -0.12616 -0.55520 0.36128 -1.553 -0.342 0.829
C -0.92696 0.43638 -0.43281 0.041 -0.792 -1.298
N 1.14828 -0.45855 0.44179 -2.617 -1.918 0.900
O -0.15337 1.55980 -0.81791 -0.098 0.606 -0.651
S 0.91051 -2.82451 2.15089 -0.448 -0.003 -0.067
H -1.28815 -0.18525 -1.31606 0.679 0.482 0.539
H -1.87506 0.82566 -0.07767 -0.051 -0.555 1.150
H 1.53788 0.24172 -0.06407 2.434 2.623 -1.558
H 1.53005 -1.25421 0.97845 0.949 0.387 -0.155
H -0.75701 2.21417 -1.22388 0.663 -0.487 0.310
```
Positions in Å, forces in eV/Å.

DFT total energy, eV: -16522.459
HOMO-LUMO gap (alpha / beta), Ha: 0.226 / 0.259
ΔE to the lowest compared entry with this formula, charge and spin, eV: 5.9225
Lowest unoccupied orbital energy (alpha / beta), eV: -2.11 / -1.76
HOMO level (alpha / beta), eV: -8.3 / -8.8

natural (NBO) atomic charge list, values in e, 2 entries: C 0.231; C -0.207

2.
The following is a DFT calculation (ωB97M-V with the def2-TZVPD basis set) of C2H5NOS in the gas phase.

```
10
Properties=species:S:1:pos:R:3:forces:R:3
O -1.29642 -1.07431 0.06602 4.272 3.613 1.717
N -1.43187 0.21040 -0.54605 -4.004 -3.309 -1.202
C -0.42716 0.87831 -0.39086 0.840 2.015 0.546
C 0.56878 0.43648 0.48588 5.294 -0.366 2.222
S 2.17467 -0.30132 -0.31207 -1.237 0.842 0.508
H -1.95992 -1.54999 -0.25653 -4.623 -2.867 -2.232
H -0.48714 1.88658 -0.72328 0.182 0.632 -0.612
H 0.91976 1.18282 1.21041 0.433 0.737 -0.992
H 0.33140 -0.24901 1.25265 -1.016 -1.367 -0.039
H 1.60789 -1.41996 -0.78618 -0.141 0.070 0.085
```
Positions in Å, forces in eV/Å.

DFT total energy, eV: -16525.001
SMILES string: O/N=C\CS
HOMO-LUMO gap, Ha: 0.372
ΔE to the lowest compared entry with this formula, charge and spin, eV: 3.3801
Lowest unoccupied orbital energy, eV: 0.80
HOMO level, eV: -9.3

natural (NBO) atomic charge list, values in e, 2 entries: O -0.591; N -0.090

3.
The following is a DFT calculation (ωB97M-V with the def2-TZVPD basis set) of 2 unconnected molecules or ions with the total composition C2H5NOS.

```
10
Properties=species:S:1:pos:R:3:forces:R:3
C -0.81339 -0.06979 0.19081 -3.268 -0.497 -0.278
C -2.07888 -0.72972 -0.03713 -0.780 0.113 -1.236
N 0.09999 0.57636 0.27172 2.368 1.476 0.358
O 2.57957 1.06711 -0.24399 2.001 -2.156 -1.722
S 3.37363 -0.71182 0.30645 -0.141 1.091 0.070
H -2.83417 -0.57950 0.72728 0.618 -0.660 0.963
H -2.70168 -0.21450 -0.83994 1.550 -0.843 0.144
H -1.75416 -1.76241 -0.26463 -1.191 0.263 0.059
H 1.74665 0.62674 -0.41104 -1.017 0.155 -0.065
H 2.38245 1.79753 0.30046 -0.140 1.059 1.707
```
Positions in Å, forces in eV/Å.

DFT total energy, eV: -16524.589
HOMO-LUMO gap, Ha: 0.291
ΔE to the lowest compared entry with this formula, charge and spin, eV: 3.7922
Lowest unoccupied orbital energy, eV: -0.05
HOMO level, eV: -8.0

natural (NBO) atomic charge list, values in e, 2 entries: C 0.374; C -0.746

4.
The following is a DFT calculation (ωB97M-V with the def2-TZVPD basis set) of C2H5NP2 in the gas phase.

```
10
Properties=species:S:1:pos:R:3:forces:R:3
N -3.70863 -1.36513 0.26109 -0.518 -0.352 0.091
C -2.73187 -0.76912 0.12848 -0.140 0.102 -0.030
C -1.53954 -0.06887 -0.03377 1.826 -1.112 -0.257
P -1.44247 1.74231 -0.05410 0.189 -0.631 0.011
P -0.07204 -1.07567 0.07970 -0.324 -0.027 0.282
H -0.34616 1.90892 0.82717 -0.038 0.139 0.122
H -0.60916 1.91674 -1.17450 0.035 0.145 -0.244
H 0.46342 -2.35492 -0.51686 -1.286 1.392 -0.031
H 0.99531 -0.25026 -0.18205 0.386 0.321 -0.158
H 0.24783 -1.49151 1.38004 -0.129 0.023 0.216
```
Positions in Å, forces in eV/Å.

DFT total energy, eV: -22219.398
SMILES string: N#CC(P)=[PH3]
HOMO-LUMO gap, Ha: 0.298
ΔE to the lowest compared entry with this formula, charge and spin, eV: 2.1879
Lowest unoccupied orbital energy, eV: -0.20
HOMO level, eV: -8.3

natural (NBO) atomic charge list, values in e, 2 entries: N -0.376; C 0.236

5.
The following is a DFT calculation (ωB97M-V with the def2-TZVPD basis set) of 2 unconnected molecules or ions with the total composition C2H5NS.

```
9
Properties=species:S:1:pos:R:3:forces:R:3
C 0.77128 0.45620 0.48220 -2.211 -1.213 -1.948
C -1.42197 -0.56280 -0.06928 2.035 2.045 3.358
N 1.64024 0.95467 -0.52790 0.281 -0.226 1.381
S 2.12647 -0.63388 0.21534 -0.331 0.600 0.363
H 0.52889 1.11234 1.28705 0.116 -0.080 0.788
H -1.40962 -0.98720 -1.01485 0.111 -0.501 -1.615
H -2.17907 0.14337 0.25667 0.092 0.497 -0.889
H -1.34348 -1.20247 0.78845 0.444 -0.850 -0.079
H 1.28727 0.71976 -1.41769 -0.538 -0.272 -1.359
```
Positions in Å, forces in eV/Å.

DFT total energy, eV: -14475.408
HOMO-LUMO gap (alpha / beta), Ha: 0.313 / 0.311
ΔE to the lowest compared entry with this formula, charge and spin, eV: 4.9293
Lowest unoccupied orbital energy (alpha / beta), eV: 0.03 / 0.08
HOMO level (alpha / beta), eV: -8.5 / -8.4

natural (NBO) atomic charge list, values in e, 2 entries: C -0.148; C -0.565

6.
The following is a DFT calculation (ωB97M-V with the def2-TZVPD basis set) of C2H5NS2 in the gas phase.

```
10
Properties=species:S:1:pos:R:3:forces:R:3
C -0.17126 -0.39400 0.34805 -0.748 0.477 -2.875
C 0.92452 0.34181 -0.41821 2.577 -0.661 5.056
N -0.95396 0.46714 0.96585 -4.383 -2.091 1.454
S -0.76875 -1.89648 -0.11508 0.317 0.263 -0.138
S -0.32918 -1.65134 -2.06074 -0.129 -1.035 -0.495
H -1.96505 0.26749 1.31758 2.772 -0.026 -0.899
H 1.86520 -0.27940 -0.32426 -0.908 0.666 -0.433
H 1.07953 1.24002 0.26133 0.309 -0.693 -0.831
H 0.84342 0.70879 -1.37455 -0.993 0.346 -2.074
H -0.52449 1.19597 1.40004 1.187 2.754 1.235
```
Positions in Å, forces in eV/Å.

DFT total energy, eV: -25313.802
HOMO-LUMO gap, Ha: 0.253
ΔE to the lowest compared entry with this formula, charge and spin, eV: 2.0240
Lowest unoccupied orbital energy, eV: -0.39
HOMO level, eV: -7.3

natural (NBO) atomic charge list, values in e, 2 entries: C 0.124; C -0.651

7.
The following is a DFT calculation (ωB97M-V with the def2-TZVPD basis set) of C2H5NS2 in the gas phase.

```
10
Properties=species:S:1:pos:R:3:forces:R:3
C 0.09773 0.60266 -0.05061 1.760 0.086 -0.262
C -1.34995 0.56317 -0.34828 -0.682 0.003 1.122
N 1.83453 -1.20866 1.09484 -0.277 -0.605 0.166
S 1.22474 0.39930 -1.52887 -0.644 -0.147 0.658
S 0.72716 -1.07388 0.01739 0.916 0.640 0.446
H 0.43056 1.36454 0.68666 0.105 -0.940 -0.442
H -1.85940 0.79635 0.61137 -0.106 0.114 -0.712
H -1.57153 -0.48903 -0.53704 -0.613 0.320 -0.707
H -1.60686 1.25977 -1.14656 -0.283 -0.273 0.078
H 2.07301 -2.21422 1.20110 -0.176 0.803 -0.347
```
Positions in Å, forces in eV/Å.

DFT total energy, eV: -25313.588
HOMO-LUMO gap, Ha: 0.328
ΔE to the lowest compared entry with this formula, charge and spin, eV: 2.2378
Lowest unoccupied orbital energy, eV: 0.12
HOMO level, eV: -8.8

natural (NBO) atomic charge list, values in e, 2 entries: C -0.479; C -0.639

8.
The following is a DFT calculation (ωB97M-V with the def2-TZVPD basis set) of C2H5NS2 in the gas phase.

```
10
Properties=species:S:1:pos:R:3:forces:R:3
C -0.56248 -1.78037 -1.10037 -0.056 -2.226 0.545
N -0.05190 -0.56241 -0.53089 -0.232 0.520 0.146
S 1.35441 -0.67179 0.37716 0.804 -0.188 0.674
C -0.86174 0.50741 -0.36242 0.479 0.137 -0.654
S -0.60809 1.78251 0.59964 -0.076 0.269 0.344
H -1.40123 -1.56191 -1.74222 -0.091 0.198 -0.457
H -0.99846 -2.41595 -0.26067 0.700 0.472 -1.003
H 0.21831 -2.40084 -1.66392 -1.039 1.137 0.864
H 0.83382 -0.31799 1.58597 0.067 -0.112 -0.353
H -1.68491 0.49985 -1.05505 -0.557 -0.207 -0.106
```
Positions in Å, forces in eV/Å.

DFT total energy, eV: -25314.591
SMILES string: CN(S)C=S
HOMO-LUMO gap, Ha: 0.331
ΔE to the lowest compared entry with this formula, charge and spin, eV: 1.2352
Lowest unoccupied orbital energy, eV: 0.50
HOMO level, eV: -8.5

natural (NBO) atomic charge list, values in e, 2 entries: C -0.411; N -0.553

no.,maximum force (eV Å⁻¹)
1,3.90
2,5.88
3,3.41
4,2.15
5,4.43
6,5.71
7,1.78
8,2.29